1.
Below is 12 unconnected molecules or ions with the total composition C64H176N24O16P8S4 at a distorted geometry, with properties calculated with ωB97M-V/def2-TZVPD.

Structure (XYZ):
```
292
Properties=species:S:1:pos:R:3
C 23.71786 17.40630 17.27678
N 22.88050 16.30528 16.87746
C 23.11854 15.86691 15.54168
P 21.24242 16.00288 17.47376
O 20.70398 14.63374 17.30662
N 21.34646 16.38633 19.14601
C 20.27322 16.82919 19.95810
C 22.49278 15.98044 19.94362
N 20.21900 17.28014 16.73964
C 20.68024 18.63626 16.29757
C 18.83717 17.02755 16.42636
H 24.14518 17.82160 16.36406
H 24.45956 17.02599 17.97918
H 23.07288 18.14856 17.74704
H 24.19228 15.87140 15.35406
H 22.56660 16.40098 14.76824
H 22.74878 14.84507 15.45670
H 19.52488 17.39516 19.40332
H 19.69378 15.97168 20.30020
H 20.61710 17.41023 20.81380
H 22.65900 14.90422 19.89656
H 23.41516 16.47958 19.64670
H 22.46002 16.31832 20.97940
H 20.44677 19.33377 17.10198
H 21.71878 18.54758 15.97872
H 20.20128 19.01279 15.39374
H 18.41372 17.79299 15.77606
H 18.26237 16.80407 17.32510
H 18.65004 16.10464 15.87742
C 17.96204 20.36145 15.77062
N 16.90130 21.28002 15.99876
C 15.99380 20.97867 17.08450
P 16.69552 22.52249 14.79648
O 17.97770 22.86557 14.15032
N 15.41678 21.97432 13.73880
C 15.58214 22.43193 12.27246
C 13.97166 21.67181 14.17512
N 15.96828 23.89425 15.56668
C 15.12618 24.96556 14.94138
C 16.46882 24.19407 16.80360
H 18.03954 19.61375 16.55995
H 18.95450 20.80695 15.70226
H 17.73873 19.85187 14.83332
H 16.52358 21.13045 18.02490
H 15.68874 19.93226 17.09192
H 15.09014 21.58528 17.02492
H 14.87550 21.83406 11.69688
H 15.29274 23.45770 12.04410
H 16.56844 22.23206 11.85370
H 13.95920 20.80133 14.83102
H 13.56272 22.49605 14.75948
H 13.35770 21.52786 13.28606
H 14.74084 25.70514 15.64326
H 15.79572 25.43275 14.21920
H 14.25850 24.47050 14.50532
H 17.11150 25.05798 16.63412
H 17.06814 23.41449 17.27388
H 15.69478 24.37758 17.54878
C 18.27842 10.85554 27.92086
N 17.77084 11.36858 26.67506
C 18.78526 11.67840 25.55856
P 16.14619 11.72692 26.50262
O 15.28920 10.82119 27.32354
N 16.01050 13.43464 26.86714
C 17.03836 14.27140 26.41504
C 14.87524 14.02372 27.70046
N 15.93142 11.60042 24.80204
C 15.91954 10.23017 24.21522
C 15.23600 12.62141 23.95338
H 17.52804 10.28516 28.46830
H 18.52198 11.72747 28.52792
H 19.04050 10.08150 27.83038
H 19.54647 12.36116 25.93606
H 18.31305 12.08680 24.66506
H 19.34738 10.78076 25.30092
H 17.53310 13.88847 25.52248
H 16.57988 15.22291 26.14572
H 17.66797 14.53959 27.26344
H 15.28730 14.50897 28.58524
H 14.38234 14.84941 27.18726
H 14.24946 13.20812 28.06280
H 14.88056 9.90075 24.22452
H 16.32591 10.30715 23.20674
H 16.53990 9.52514 24.76854
H 14.54516 12.18864 23.22980
H 15.94730 13.28387 23.46012
H 14.56286 13.21599 24.57102
C 8.87991 23.91841 19.73240
N 9.52443 22.59475 19.45271
C 9.40490 21.50390 20.51216
P 9.92866 22.16277 17.85050
O 8.71686 21.72154 17.12758
N 10.76396 23.51338 17.24307
C 10.44063 23.88834 15.84160
C 11.55012 24.43541 18.05798
N 11.22362 21.04000 17.91621
C 12.34324 21.29663 18.74890
C 10.95016 19.59367 17.77401
H 9.67738 24.61929 19.97916
H 8.15318 23.82717 20.53966
H 8.42776 24.35945 18.84406
H 10.28786 20.89801 20.71554
H 8.45200 21.04912 20.24152
H 9.13188 22.00288 21.44200
H 10.26026 24.96330 15.83544
H 11.33416 23.79195 15.22484
H 9.61098 23.34610 15.38800
H 10.92792 25.27422 18.37004
H 11.97998 24.06559 18.98886
H 12.31868 24.84131 17.40022
H 12.90554 22.14302 18.35452
H 12.02544 21.56905 19.75532
H 12.82596 20.33288 18.91100
H 10.28422 19.43981 16.92491
H 10.30428 19.24915 18.58163
H 11.82406 18.94447 17.71982
C 15.81250 19.32193 25.35830
N 15.60304 20.44024 26.32622
C 16.48178 21.57791 26.06330
P 14.93310 20.19432 27.88982
O 14.53234 21.47498 28.46090
N 13.55194 19.10506 27.64640
C 13.01516 18.58760 28.94466
C 12.46626 19.53380 26.74420
N 16.16546 19.28267 28.67042
C 17.22734 20.01382 29.42712
C 16.54550 17.91449 28.37732
H 16.35284 18.54901 25.90486
H 16.44390 19.68576 24.54772
H 14.90510 19.05962 24.81432
H 16.98638 21.55512 25.09742
H 17.21986 21.65343 26.86182
H 15.90544 22.50108 26.00250
H 13.76436 18.04112 29.51750
H 12.58006 19.34394 29.59790
H 12.33060 17.77811 28.69122
H 11.97810 20.40352 27.18394
H 12.79870 19.89338 25.77040
H 11.69952 18.76521 26.64690
H 18.15706 19.73067 28.93358
H 17.00561 21.07953 29.37054
H 17.18878 19.70652 30.47218
H 15.61156 17.41156 28.12652
H 16.87606 17.46266 29.31256
H 17.20015 17.77774 27.51662
C 15.61662 17.85236 14.50086
N 14.50666 16.84437 14.34552
C 14.53656 15.93860 15.39154
P 13.46428 16.80878 13.03802
O 12.70062 15.53409 12.84274
N 12.37684 18.19245 13.09530
C 11.60322 18.45027 14.30004
C 11.56352 18.52733 11.84828
N 14.48534 17.09131 11.69276
C 14.95170 18.37041 11.23342
C 15.44604 16.03380 11.42194
H 15.46818 18.21270 15.51882
H 15.43698 18.64727 13.77702
H 16.60084 17.40082 14.37626
H 13.68982 15.27701 15.57432
H 14.65438 16.52829 16.30066
H 15.36582 15.26219 15.18442
H 11.04892 19.38880 14.30462
H 10.82264 17.70882 14.47044
H 12.30096 18.33067 15.12886
H 12.12088 18.12394 11.00286
H 10.60622 18.00619 11.84080
H 11.34220 19.59243 11.91672
H 14.33450 19.19564 11.58862
H 15.90570 18.53245 11.73514
H 15.10906 18.44455 10.15739
H 16.15918 15.90033 12.23542
H 15.93488 16.29645 10.48378
H 14.85520 15.12224 11.33212
C 13.79184 13.05951 20.27914
N 14.47950 12.46830 19.17992
C 13.77190 12.35951 17.88544
P 16.05423 11.86242 19.31782
O 16.57964 12.08698 20.70506
N 16.00176 10.27633 18.79736
C 17.13882 9.66219 18.15098
C 14.91262 9.37042 19.17166
N 16.87390 12.76271 18.09584
C 16.64896 12.51341 16.62440
C 17.83613 13.77523 18.49282
H 13.31354 13.94146 19.85312
H 14.51236 13.33972 21.04754
H 12.99636 12.49463 20.76516
H 13.97180 13.18598 17.20348
H 12.74138 12.53748 18.19278
H 13.81558 11.33909 17.50474
H 17.29096 9.87379 17.09260
H 18.01016 10.05903 18.67194
H 17.22278 8.60340 18.39598
H 14.57190 8.80622 18.30352
H 15.25280 8.75720 20.00614
H 14.07658 9.97650 19.52068
H 15.93370 13.26274 16.28527
H 17.54872 12.41716 16.01672
H 16.08150 11.58842 16.52200
H 17.99832 14.49378 17.68940
H 18.79210 13.34360 18.78930
H 17.54750 14.20576 19.45169
C 19.72364 23.88996 18.62054
N 19.31368 23.63370 20.03274
C 17.87358 23.90447 20.42664
P 20.38766 22.85340 21.09174
O 21.72616 22.54113 20.46178
N 20.48798 23.83311 22.51262
C 21.10258 23.36007 23.76532
C 20.70177 25.27452 22.30586
N 19.48010 21.46448 21.58484
C 20.08396 20.10559 21.58450
C 18.35272 21.50790 22.46304
H 19.84980 22.94456 18.09288
H 20.65458 24.45689 18.61544
H 18.95056 24.43176 18.07566
H 17.24206 23.02448 20.30460
H 17.37530 24.66352 19.82360
H 17.85784 24.18571 21.47962
H 20.69366 23.96616 24.57374
H 20.70348 22.38015 24.02716
H 22.18938 23.43489 23.80218
H 21.26102 25.81020 23.07292
H 21.31558 25.34860 21.40818
H 19.71962 25.74391 22.24982
H 19.23070 19.43428 21.48766
H 20.75630 19.99602 20.73357
H 20.64856 19.92201 22.49862
H 18.65872 21.21095 23.46618
H 17.49157 20.96666 22.07118
H 17.93668 22.50662 22.59564
O 13.75332 20.98453 21.85250
S 14.07768 22.20558 22.62098
O 15.44128 22.42250 23.16938
C 13.57702 23.75723 21.56858
C 12.65268 24.56283 22.47770
C 11.84152 23.56134 23.38390
C 12.84136 22.56852 23.93584
H 13.06830 23.37036 20.68560
H 14.51436 24.14092 21.16570
H 13.28930 25.16124 23.12940
H 12.01298 25.20763 21.87510
H 11.07476 23.09539 22.76498
H 11.35736 24.11120 24.19096
H 12.54610 21.62341 24.39158
H 13.39514 23.13834 24.68198
O 18.73021 17.10935 26.07354
S 19.58118 17.72565 25.07490
O 19.31526 17.45870 23.65908
C 19.60486 19.53091 25.46074
C 20.69364 19.67707 26.53520
C 21.89418 18.80077 26.16916
C 21.38824 17.40484 25.53006
H 18.62380 19.91235 25.74386
H 19.96435 19.95102 24.52140
H 20.98676 20.71995 26.65594
H 20.25362 19.33507 27.47196
H 22.63704 18.67840 26.95736
H 22.39492 19.35759 25.37712
H 21.35112 16.59223 26.25558
H 21.95146 17.03864 24.67170
O 12.62736 18.03054 23.45124
S 11.42430 18.55152 22.77286
O 10.98016 19.95672 22.94094
C 11.53020 18.18313 20.96116
C 10.26632 17.42606 20.66968
C 9.95288 16.50485 21.85574
C 9.96672 17.49741 23.05384
H 12.38942 17.51321 20.92885
H 11.82056 19.09885 20.44612
H 9.46496 18.15426 20.54466
H 10.28230 16.85659 19.74040
H 10.72850 15.74041 21.90186
H 8.96486 16.08698 21.66260
H 9.99434 17.02384 24.03520
H 9.14124 18.20676 22.99448
O 16.25590 17.44298 18.31043
S 15.40020 17.61856 19.47996
O 13.99316 17.90423 19.32059
C 15.62918 16.14293 20.59304
C 16.72564 16.51075 21.64972
C 16.32720 17.92351 22.01512
C 16.25715 18.75363 20.72386
H 15.82576 15.27043 19.97000
H 14.65578 15.98868 21.05864
H 16.71544 15.87829 22.53740
H 17.74922 16.50911 21.27504
H 17.18864 18.33149 22.54386
H 15.45702 17.97256 22.66970
H 17.26996 18.80358 20.32412
H 15.74996 19.71838 20.71286
```

Values from the calculation:
E_HOMO = -8.05 eV
Orbital gap = 8.20 eV
DFT total energy = -9385.7824 a.u.
Energy above the lowest of the compared OMol25 structures with the same formula, charge and spin = 5.9601 eV

2.
Below is a molecular structure, C64H50CdN10O2S4 at a distorted geometry, with properties calculated with ωB97M-V/def2-TZVPD.

Structure (XYZ):
```
131
Properties=species:S:1:pos:R:3
Cd 0.30062 -1.21761 -1.33166
O 0.20346 -5.51571 -0.81296
C -0.03766 -4.30509 -0.88916
N 0.72919 -3.31374 -1.32325
C 2.03719 -3.49282 -1.70818
C 2.81178 -4.59555 -1.34220
C 4.10052 -4.74780 -1.80987
C 4.66143 -3.77700 -2.62631
C 3.93713 -2.64949 -2.96203
C 2.62302 -2.47957 -2.52135
N 1.86770 -1.35631 -2.79759
C 2.04130 -0.63729 -3.90241
O 2.79204 -0.85711 -4.85896
C 1.13200 0.56339 -3.98521
C 0.96822 1.19726 -5.21943
C 0.11870 2.28101 -5.30989
C -0.52991 2.71655 -4.15995
C -0.28343 2.03973 -2.97667
N 0.51695 0.99005 -2.88863
C -1.42055 -3.85686 -0.48733
C -2.33656 -4.85458 -0.14187
C -3.59882 -4.49826 0.27705
C -3.91011 -3.14623 0.34467
C -2.94468 -2.22959 -0.03838
N -1.72941 -2.56241 -0.44518
H 2.38166 -5.34307 -0.69675
H 4.66252 -5.63394 -1.54779
H 5.66891 -3.89773 -3.00071
H 4.37698 -1.89170 -3.59052
H 1.51050 0.80758 -6.06772
H -0.04129 2.77979 -6.25552
H -1.20573 3.55997 -4.18212
H -0.75010 2.34164 -2.04627
H -2.01154 -5.88062 -0.22469
H -4.32509 -5.24962 0.54940
H -4.88276 -2.81589 0.67801
H -3.15705 -1.16668 -0.00797
N 1.61601 -1.09223 0.51098
S 2.58263 -0.19077 1.09723
N 2.15870 0.42106 2.61955
S 1.24756 1.63114 2.86002
N 0.10122 2.05936 1.91193
S -0.91691 0.97124 1.13561
N -0.55298 0.51387 -0.18931
C -2.40114 1.99109 0.91414
C -3.65636 1.40734 1.00520
C -4.75956 2.07197 0.49748
C -4.60919 3.30248 -0.12132
C -3.35001 3.87269 -0.23051
C -2.24612 3.21759 0.28527
C -1.34205 -0.18361 2.46797
C -2.14997 0.25030 3.50185
C -2.51892 -0.64727 4.48975
C -2.05998 -1.95524 4.44178
C -1.22734 -2.36622 3.41187
C -0.86317 -1.47751 2.41205
C 0.59784 1.33062 4.50991
C -0.19786 2.30436 5.09300
C -0.77560 2.05248 6.32359
C -0.55957 0.83458 6.95368
C 0.24269 -0.13127 6.36280
C 0.82710 0.11466 5.13326
C 2.26892 3.10264 3.02175
C 3.38739 2.99200 3.83426
C 4.26660 4.05345 3.92935
C 4.02516 5.21548 3.20988
C 2.90714 5.31513 2.39531
C 2.02045 4.25596 2.29761
C 3.12171 1.37059 0.31867
C 4.33507 1.91029 0.69779
C 4.71987 3.13700 0.18447
C 3.88734 3.81445 -0.69163
C 2.67505 3.25795 -1.06507
C 2.28379 2.02823 -0.55826
C 4.16448 -0.96145 1.51650
C 4.73907 -0.90818 2.77162
C 5.95978 -1.52955 2.97927
C 6.58856 -2.19249 1.93749
C 5.99248 -2.25742 0.68733
C 4.77164 -1.64117 0.47452
H -3.76461 0.43452 1.46198
H -5.73534 1.61706 0.57266
H -5.47073 3.81579 -0.52238
H -3.22840 4.82076 -0.73262
H -1.25252 3.62868 0.19166
H -2.48959 1.27552 3.52886
H -3.17007 -0.32638 5.28938
H -2.35254 -2.65232 5.21461
H -0.86865 -3.38261 3.37169
H -0.20943 -1.75988 1.59765
H -0.36515 3.23351 4.56886
H -1.39954 2.80121 6.78766
H -1.02039 0.63946 7.90974
H 0.40632 -1.07725 6.85723
H 1.43962 -0.61961 4.63349
H 3.55894 2.07131 4.36984
H 5.14134 3.97673 4.55678
H 4.71317 6.04401 3.28384
H 2.73145 6.21951 1.83229
H 1.14996 4.29994 1.66323
H 4.97747 1.37412 1.37922
H 5.67390 3.55546 0.46423
H 4.19063 4.77410 -1.08364
H 2.03256 3.77147 -1.76318
H 1.35124 1.56394 -0.84039
H 4.23003 -0.39002 3.56968
H 6.42303 -1.49077 3.95379
H 7.54717 -2.66025 2.10712
H 6.47151 -2.78212 -0.12412
H 4.27259 -1.69043 -0.48118
S -5.17838 0.87082 -5.44877
C -3.71676 0.30362 -4.57126
C -3.56840 0.62110 -3.23344
C -2.52289 0.03230 -2.54226
N -1.68500 -0.83518 -3.08686
C -1.80922 -1.09866 -4.37595
C -2.80370 -0.54451 -5.17170
C -6.07303 -0.60449 -4.94134
C -5.97894 -1.75971 -5.69811
C -6.58544 -2.90756 -5.20927
N -7.24391 -2.95047 -4.06557
C -7.33969 -1.83860 -3.36048
C -6.77522 -0.63140 -3.74840
H -4.25745 1.28923 -2.73989
H -2.34554 0.26146 -1.50263
H -1.10054 -1.80322 -4.78867
H -2.87804 -0.78256 -6.21973
H -5.43396 -1.76642 -6.62782
H -6.52257 -3.84097 -5.75281
H -7.88033 -1.92198 -2.42686
H -6.86362 0.25144 -3.13539
```

Values from the calculation:
E_HOMO = -5.85 eV
Orbital gap = 5.52 eV
DFT total energy = -4927.1484 a.u.
Energy above the lowest of the compared OMol25 structures with the same formula, charge and spin = 0.8051 eV

> The lowest energy above the lowest of the compared OMol25 structures with the same formula, charge and spin belongs to which entry?

C64H50CdN10O2S4

> Which value of E_HOMO does entry 1 give?

-8.05 eV

> Look up the energy above the lowest of the compared OMol25 structures with the same formula, charge and spin of the second one.

0.8051 eV